Below is a cluster of 6 separate species, C25H56Br2FNO6 in total, with properties calculated with ωB97M-V/def2-TZVPD.

The geometry in XYZ format:
```
91
Properties=species:S:1:pos:R:3:forces:R:3:lowdin_charge:R:1
C -3.37637 0.44201 -5.87918 -0.14 -0.29 -0.05 -0.132
C -3.91803 0.25490 -4.45755 0.17 0.19 -0.06 -0.799
Br -5.43644 -0.96402 -4.42696 -0.10 -0.03 0.00 0.688
C -2.82412 -0.08683 -3.44945 0.05 -0.32 0.05 -0.634
Br -3.60777 0.05979 -1.66301 -0.11 0.04 0.09 0.826
C -1.98524 -1.37906 -3.68077 -0.29 0.26 -0.63 -0.294
N -2.52785 -2.23583 -4.76637 1.03 -0.22 0.48 0.092
C -2.06114 -3.55072 -4.57430 -0.37 -0.15 -0.40 -0.455
O -2.22262 -4.43556 -5.37774 0.15 0.09 0.09 0.090
C -1.30094 -3.60930 -3.27581 -0.31 0.09 0.11 -0.049
C -1.81079 -2.37639 -2.53233 0.24 -0.25 -0.02 -0.293
C -0.97021 -1.99328 -1.31380 0.04 -0.13 0.01 -0.174
C 0.55218 -2.01185 -1.45640 0.06 0.16 0.07 -0.165
C 1.11849 -1.04745 -2.48075 0.12 -0.21 -0.09 -0.192
F 0.42528 0.16688 -2.46260 0.03 0.03 0.03 -0.060
H -3.78962 1.34376 -6.32441 0.06 0.05 -0.01 0.080
H -3.66152 -0.39133 -6.51702 0.03 -0.03 -0.02 0.057
H -2.28662 0.50588 -5.88092 0.02 0.17 0.01 0.081
H -4.35833 1.18785 -4.11968 0.02 0.02 0.04 0.062
H -2.12332 0.74525 -3.48586 -0.05 0.07 0.12 0.091
H -1.00937 -1.02579 -4.02193 0.10 0.07 0.25 0.129
H -2.23013 -1.93642 -5.68604 -0.59 0.08 -0.18 0.130
H -1.44635 -4.53451 -2.72514 0.04 -0.12 -0.12 0.137
H -0.24923 -3.51779 -3.56326 0.07 -0.03 0.12 0.127
H -2.81808 -2.65126 -2.20701 -0.04 0.27 0.17 0.136
H -1.26164 -1.02187 -0.92798 -0.08 0.06 -0.02 0.053
H -1.22057 -2.71282 -0.52981 -0.01 0.04 0.04 0.111
H 0.92199 -3.01173 -1.69755 0.00 -0.01 -0.04 0.114
H 0.97345 -1.76394 -0.47991 -0.03 0.00 0.05 0.114
H 2.16783 -0.82889 -2.28011 0.01 0.06 0.04 0.116
H 1.05619 -1.44762 -3.49546 -0.11 0.07 -0.03 0.107
C -0.74302 2.91795 1.31180 -0.04 0.12 0.01 -0.059
C -1.65478 1.98968 2.09513 0.11 -0.08 -0.01 -0.492
C -0.97073 0.66662 2.39871 -0.12 0.07 -0.02 -0.065
O -2.86458 1.75575 1.36908 0.20 0.01 0.04 -0.077
H -0.46759 2.45467 0.35941 0.04 -0.03 0.01 0.070
H -1.24710 3.85985 1.09194 -0.01 0.00 0.01 0.080
H 0.17858 3.13140 1.85353 0.03 -0.02 -0.02 0.078
H -1.96394 2.47038 3.02584 -0.03 0.01 -0.01 0.136
H -0.70229 0.17555 1.45710 0.06 -0.03 0.03 0.073
H -1.63031 -0.00562 2.94436 0.00 0.04 0.00 0.071
H -0.05664 0.79957 2.97788 0.01 0.01 -0.01 0.083
H -2.57747 1.32002 0.55752 -0.26 0.00 -0.14 -0.002
C -1.95074 -3.70624 3.46440 -0.03 0.07 -0.03 -0.053
C -0.59116 -3.37099 2.87155 -0.06 -0.11 0.16 -0.496
C 0.42548 -4.46782 3.13882 0.12 0.04 -0.03 -0.051
O -0.12650 -2.11557 3.36547 0.08 -0.07 -0.03 -0.063
H -1.86974 -3.81456 4.54977 0.01 -0.04 0.00 0.080
H -2.66592 -2.91064 3.25532 0.00 0.00 -0.01 0.079
H -2.34010 -4.64155 3.06027 0.01 -0.01 0.00 0.081
H -0.69403 -3.22267 1.79369 0.02 0.04 0.00 0.120
H 0.57046 -4.59809 4.21517 -0.06 -0.05 0.00 0.068
H 1.39065 -4.21213 2.70065 -0.01 0.01 -0.02 0.079
H 0.09784 -5.42339 2.72808 -0.02 -0.01 0.01 0.083
H -0.01939 -2.19459 4.32058 0.00 0.00 -0.03 0.092
C 4.12609 2.68131 -1.61981 0.02 -0.02 0.06 -0.058
C 2.68659 2.68944 -1.12900 0.05 0.12 -0.12 -0.500
C 1.74737 3.30716 -2.15085 -0.10 0.08 0.01 -0.059
O 2.58589 3.37722 0.11614 0.01 -0.02 0.08 -0.054
H 4.46572 3.70523 -1.79860 -0.01 0.00 -0.04 0.082
H 4.78145 2.23230 -0.87362 0.00 -0.01 0.00 0.079
H 4.22369 2.12274 -2.55215 -0.01 0.00 -0.02 0.077
H 2.37020 1.66644 -0.91296 -0.04 0.01 0.05 0.125
H 2.02921 4.35052 -2.32297 0.04 -0.01 -0.04 0.066
H 0.72077 3.29650 -1.78290 0.00 -0.04 0.01 0.071
H 1.78038 2.77595 -3.10335 0.02 -0.02 0.01 0.078
H 2.85733 4.29206 -0.02819 -0.02 -0.04 -0.04 0.085
C 2.71562 -6.13278 8.01267 0.03 -0.03 -0.07 -0.063
C 1.46332 -5.58139 7.35045 -0.03 -0.06 0.17 -0.511
C 0.56527 -4.86294 8.34541 -0.05 0.02 -0.06 -0.062
O 0.74410 -6.62411 6.69138 0.03 0.07 -0.02 -0.059
H 2.44394 -6.86231 8.78083 0.00 0.03 0.03 0.081
H 3.34508 -6.63525 7.27882 0.00 0.01 -0.01 0.080
H 3.29617 -5.34022 8.48634 -0.01 0.01 0.01 0.080
H 1.74808 -4.88891 6.55549 0.00 -0.03 -0.04 0.127
H 0.23488 -5.55685 9.12342 0.03 0.01 0.03 0.082
H -0.32169 -4.47188 7.84673 0.00 0.00 -0.01 0.075
H 1.08802 -4.03582 8.82736 0.01 0.00 0.01 0.080
H 0.46918 -7.25554 7.36643 -0.01 -0.01 -0.07 0.086
C 2.34370 9.42418 -2.69590 0.08 -0.01 0.02 -0.063
C 2.21948 7.91305 -2.80258 -0.13 0.10 0.06 -0.503
C 0.77463 7.47362 -2.97441 0.00 -0.12 0.02 -0.059
O 2.79869 7.28097 -1.65825 0.01 -0.06 -0.01 -0.064
H 1.78903 9.78700 -1.82592 -0.03 0.01 -0.02 0.081
H 3.38702 9.71482 -2.57633 0.00 0.00 -0.01 0.079
H 1.94341 9.91686 -3.58272 -0.01 0.00 0.00 0.080
H 2.81260 7.55993 -3.64801 0.03 -0.04 0.02 0.137
H 0.18360 7.77730 -2.10564 -0.01 0.04 -0.02 0.084
H 0.71495 6.38829 -3.05619 -0.01 0.00 -0.01 0.066
H 0.32047 7.91414 -3.86268 0.03 0.03 -0.01 0.081
H 2.29968 7.57134 -0.88545 0.04 -0.02 -0.02 0.086
```
Positions in Å, forces in eV/Å.

## Properties
Lowest unoccupied orbital energy = 0.42 eV
Total charge = 0
E_tot = -183411.2447 eV
SMILES = C[C@@H](Br)[C@@H](Br)[C@@H]1NC(=O)C[C@H]1CCCF.CC(C)O.CC(C)O.CC(C)O.CC(C)O.CC(C)O
Frontier orbital gap = 9.85 eV